1.
This record from the Open Molecules 2025 dataset describes a 21-piece molecular cluster, H41O21 overall at a distorted geometry. The level of theory is wB97M-V/def2-TZVPD.

Results
HOMO energy: -7.8 eV
Charge: -1

Geometry as XYZ:
```
62
H41O21, DFT wB97M-V/def2-TZVPD
O 3.946 2.153 -1.236
H 3.033 1.912 -1.123
H 3.926 2.817 -0.360
O 1.802 1.405 2.534
H 4.417 -1.509 1.326
H 3.423 -2.979 -1.517
O 1.080 3.236 -3.725
H -3.261 -0.413 -4.209
H 1.696 3.758 -3.424
O -3.995 -0.188 -3.777
H -0.732 -0.945 -1.018
H -3.089 -1.982 1.918
O -3.167 -1.147 1.395
H -2.139 -1.003 1.190
H -3.368 -2.146 -0.975
O -3.523 3.078 0.719
H -0.436 -1.526 3.715
H -4.046 2.350 0.983
O -0.341 -2.507 3.828
H 0.515 3.096 -2.940
H 2.249 1.996 1.315
O 2.207 -2.701 2.862
H -3.885 0.225 -2.878
H -2.723 2.773 0.179
O -0.152 5.068 0.058
H 1.382 -2.425 3.066
H 0.382 -0.969 0.018
O -4.234 -2.178 -1.396
H -1.038 -2.707 4.379
H 2.071 -2.701 -1.226
O 3.503 -1.308 -2.747
H 1.848 0.723 1.255
H 4.008 -0.788 -2.054
O -5.410 0.567 -0.296
H -5.377 0.491 0.608
H -4.894 -0.258 -0.477
O -0.131 -1.531 -0.612
H -0.816 4.379 -0.299
H 0.575 4.417 0.102
O 0.818 -0.744 -2.904
H 0.564 -1.370 -2.269
H 1.624 -0.403 -2.716
O 2.088 2.722 0.395
H -0.698 2.303 -0.523
H 1.259 2.796 0.631
O 1.607 0.083 0.348
H -4.646 -2.801 -0.652
O 2.689 -3.318 -1.019
H 2.391 1.905 3.224
H 1.054 0.801 -0.110
O -1.761 -4.153 1.834
H 0.286 -0.459 4.375
H -0.960 -3.557 1.696
O -0.015 0.320 3.886
H -1.486 1.995 -1.657
H 0.755 0.651 3.405
O -0.898 2.816 -1.317
H 2.296 -2.223 2.017
H -1.566 -5.066 1.839
O 3.680 -1.604 0.676
H 3.161 -0.699 0.664
H 3.912 -1.012 -3.527
```

Okay, here come the Löwdin numbers, in e, for every atom: -0.16 -0.04 0.12 -0.32 0.07 0.00 0.01 -0.05 -0.07 -0.02 0.00 0.03 -0.12 0.10 0.00 -0.06 0.03 -0.02 -0.04 0.02 0.08 -0.02 0.06 0.04 -0.09 -0.10 0.01 -0.11 0.01 -0.07 -0.04 0.06 0.09 -0.04 -0.03 0.02 -0.06 0.03 0.00 -0.01 -0.04 -0.05 -0.17 0.03 -0.11 -0.20 0.12 -0.02 0.10 0.07 -0.07 0.02 0.07 -0.08 0.15 -0.06 -0.09 0.01 0.01 -0.12 0.06 0.03


2.
This record from the Open Molecules 2025 dataset describes a 2-piece molecular cluster, C11H18BF7N2O5P2S2 overall at a distorted geometry. The level of theory is wB97M-V/def2-TZVPD.

Results
HOMO energy: -8.8 eV

Geometry as XYZ:
```
48
C11H18BF7N2O5P2S2, DFT wB97M-V/def2-TZVPD
C -2.204 -3.642 3.380
C -1.441 -2.165 3.532
O -0.131 -2.129 2.855
B -0.240 -1.695 1.449
O -1.481 -2.025 0.682
C 0.940 -0.903 0.606
C 0.806 0.558 -0.137
P -0.899 1.365 0.101
C -1.273 2.761 -1.139
C -0.812 2.241 1.840
C -2.201 3.087 2.168
N 2.069 0.974 -0.850
C 2.248 2.246 -1.645
F 3.641 2.168 -2.226
F 1.351 2.330 -2.859
C 2.238 3.628 -0.743
F 1.632 4.802 -1.461
F 3.680 4.023 -0.523
C 3.009 -0.176 -0.546
N 2.378 -1.265 0.301
P 3.242 -2.727 0.854
S 3.992 -2.295 2.638
H -2.476 -4.119 4.427
H -1.541 -4.387 2.747
H -3.177 -3.425 2.755
H -2.177 -1.310 3.210
H -1.226 -2.030 4.682
H -1.429 -1.619 -0.251
H -0.652 3.748 -0.995
H -2.411 3.075 -0.959
H -1.237 2.314 -2.221
H -0.781 1.336 2.618
H 0.164 2.892 1.914
H -1.896 4.050 2.801
H -2.725 3.498 1.176
H -2.934 2.467 2.840
H 1.798 3.456 0.328
H 4.118 -0.212 -0.927
H 2.367 -3.857 1.031
H 4.392 -2.991 0.006
C -1.246 -1.422 -4.983
F -0.540 -2.055 -5.974
F -0.917 -0.093 -5.082
F -2.564 -1.507 -5.352
S -0.916 -2.130 -3.285
O 0.526 -1.956 -3.060
O -1.321 -3.541 -3.362
O -1.744 -1.342 -2.362
```

Okay, here come the Löwdin numbers, in e, for every atom: -0.09 -0.22 -0.05 -0.46 0.05 0.04 -0.20 0.97 -0.31 -0.40 -0.17 0.05 -0.16 0.00 0.03 -0.03 -0.02 -0.04 0.08 -0.23 0.42 0.11 0.08 0.10 0.09 0.13 0.13 0.07 0.05 0.07 0.07 0.09 0.07 0.09 0.07 0.08 0.16 0.17 0.02 0.01 -0.57 0.09 0.07 0.09 0.48 -0.37 -0.33 -0.37


3.
This record from the Open Molecules 2025 dataset describes CH3BrI2Si as an isolated structure at a distorted geometry. The level of theory is wB97M-V/def2-TZVPD.

Results
HOMO energy: -8.9 eV

Geometry as XYZ:
```
8
CH3BrI2Si, DFT wB97M-V/def2-TZVPD
C 1.183 -0.126 0.674
Si -0.968 0.410 -0.516
Br 1.554 -1.867 -0.053
I -2.000 2.645 -0.205
I -2.576 -1.452 -0.202
H 1.001 0.003 1.711
H 1.963 0.464 0.341
H -0.156 -0.077 -1.749
```

Okay, here come the Löwdin numbers, in e, for every atom: -0.67 -0.30 0.51 0.33 0.32 -0.03 -0.06 -0.10


4.
This record from the Open Molecules 2025 dataset describes C18H21Co2O7Si as an isolated structure at a distorted geometry. The level of theory is wB97M-V/def2-TZVPD.

Results
HOMO energy: -4.1 eV
Charge: -1

Geometry as XYZ:
```
49
C18H21Co2O7Si, DFT wB97M-V/def2-TZVPD
C -2.504 -2.259 -4.538
Si -2.227 -1.908 -2.731
C -3.822 -1.482 -1.867
C -1.302 -3.275 -1.874
O -1.178 -0.589 -2.738
C -1.282 0.565 -2.030
C -1.262 0.566 -0.671
C -1.581 1.777 0.127
C -1.526 3.082 -0.695
C -2.112 2.909 -2.094
C -1.382 1.817 -2.861
H -3.208 -3.093 -4.665
H -2.911 -1.379 -5.053
H -1.555 -2.523 -5.024
H -4.531 -2.312 -2.000
H -3.680 -1.327 -0.790
H -4.280 -0.573 -2.282
H -1.934 -4.174 -1.818
H -0.388 -3.519 -2.433
H -1.007 -2.988 -0.856
H -1.078 -0.362 -0.125
H -2.597 1.699 0.559
H -0.897 1.857 0.989
H -2.050 3.884 -0.160
H -0.480 3.400 -0.780
H -3.172 2.646 -2.002
H -2.057 3.854 -2.644
H -0.354 2.150 -3.087
H -1.893 1.604 -3.809
O 0.635 -2.689 4.837
C 1.383 -1.802 4.777
Co 2.556 -0.533 4.590
C 1.651 0.960 4.763
O 1.043 1.937 4.911
C 3.829 -0.558 5.783
O 4.678 -0.594 6.573
C 3.346 -0.917 2.765
C 2.420 -0.567 1.767
C 1.292 -0.909 1.128
Co 3.706 0.647 1.978
C 2.815 2.206 1.767
O 2.570 3.330 1.659
C 4.485 0.421 0.323
O 5.100 0.319 -0.649
C 5.094 1.148 2.951
O 6.014 1.455 3.577
H 3.979 -1.823 2.769
H 0.860 -0.204 0.410
H 0.793 -1.875 1.273
```

Okay, here come the Löwdin numbers, in e, for every atom: -0.16 0.41 -0.16 -0.15 -0.14 -0.34 -0.06 -0.19 -0.20 -0.21 -0.13 0.03 0.03 0.04 0.03 0.04 0.04 0.03 0.04 0.03 0.09 0.11 0.11 0.11 0.11 0.11 0.10 0.13 0.12 0.05 -0.20 0.04 -0.19 0.06 -0.21 0.05 -0.29 -0.43 -0.04 0.04 -0.10 0.10 -0.06 0.11 -0.14 0.11 0.07 0.01 0.05


5.
This record from the Open Molecules 2025 dataset describes C6H9N in the gas phase. The level of theory is wB97M-V/def2-TZVPD.

Results
HOMO energy: -7.7 eV
Structure (SMILES): Cc1ccc(C)[nH]1

Geometry as XYZ:
```
16
C6H9N, DFT wB97M-V/def2-TZVPD
C 1.014 -0.634 2.251
C 0.153 -0.384 1.053
C -1.209 -0.440 0.890
C -1.503 -0.054 -0.451
C -0.314 0.238 -1.071
C -0.010 0.864 -2.395
N 0.683 0.028 -0.148
H 1.867 0.053 2.270
H 0.439 -0.462 3.166
H 1.407 -1.656 2.296
H -1.922 -0.707 1.662
H -2.484 0.035 -0.902
H 1.008 0.638 -2.734
H -0.703 0.527 -3.171
H -0.090 1.956 -2.334
H 1.663 0.000 -0.382
```

Okay, here come the Löwdin numbers, in e, for every atom: -0.04 -0.34 -0.06 -0.06 -0.34 -0.04 0.09 0.07 0.08 0.07 0.10 0.10 0.07 0.08 0.08 0.15


6.
This record from the Open Molecules 2025 dataset describes C22H28AuN2O2S3Sb2 as an isolated structure at a distorted geometry. The level of theory is wB97M-V/def2-TZVPD.

Results
HOMO energy (alpha / beta): -10.0 / -10.9 eV
2S+1: 3
Charge: +1
⟨S²⟩: 2.080

Geometry as XYZ:
```
60
C22H28AuN2O2S3Sb2, DFT wB97M-V/def2-TZVPD
Au -1.077 -0.418 -0.679
C 2.778 0.163 -0.624
Sb 1.042 0.311 0.608
C 1.517 -1.225 2.019
C 1.543 1.977 1.937
C 1.947 3.217 1.218
C 3.219 3.283 0.659
C 3.638 4.376 -0.082
C 2.768 5.445 -0.291
C 1.514 5.418 0.269
C 1.076 4.334 1.070
C -0.184 4.431 1.709
Sb -1.930 3.163 0.116
C -3.433 4.618 0.636
C -1.387 4.145 -1.716
H 3.677 0.074 -0.017
H 2.854 1.035 -1.272
H 2.664 -0.727 -1.241
H 2.522 -1.076 2.409
H 1.456 -2.197 1.533
H 0.800 -1.192 2.838
H 2.368 1.567 2.518
H 0.676 2.102 2.580
H 3.899 2.453 0.814
H 4.637 4.399 -0.498
H 3.084 6.299 -0.875
H 0.840 6.256 0.136
H -0.705 5.381 1.646
H -0.412 3.839 2.585
H -2.992 5.613 0.646
H -3.868 4.402 1.611
H -4.203 4.564 -0.131
H -1.538 5.217 -1.603
H -2.040 3.761 -2.496
H -0.346 3.949 -1.968
C -5.448 0.873 -0.216
C -3.958 1.080 -0.273
O -3.194 0.288 0.300
O -3.557 2.137 -0.905
H -5.681 -0.169 -0.016
H -5.923 1.216 -1.132
H -5.821 1.485 0.608
S -2.158 -6.779 0.971
C -1.917 -5.520 -0.069
S -3.099 -4.292 -0.397
C -1.890 -3.415 -1.342
N -0.744 -4.051 -1.400
N -0.755 -5.199 -0.730
C 0.441 -5.975 -0.767
C 1.650 -5.286 -0.722
C 2.837 -5.990 -0.773
C 2.822 -7.375 -0.881
C 1.613 -8.052 -0.949
C 0.415 -7.360 -0.897
S -2.288 -1.967 -2.125
H 1.646 -4.208 -0.646
H 3.776 -5.456 -0.730
H 3.752 -7.925 -0.921
H 1.595 -9.127 -1.060
H -0.519 -7.890 -0.993
```

Okay, here come the Löwdin numbers, in e, for every atom: 0.30 -0.30 1.29 -0.30 -0.28 -0.28 -0.06 -0.05 -0.07 -0.04 -0.30 -0.09 1.47 -0.29 -0.29 0.01 0.01 0.01 0.02 -0.01 0.01 0.07 0.05 0.11 0.11 0.11 0.12 0.07 0.05 0.01 0.01 0.01 0.01 0.01 0.00 0.02 -0.71 -0.16 -0.25 0.08 0.09 0.09 0.79 -1.05 1.03 -1.08 0.06 -0.12 -0.20 -0.01 -0.06 -0.05 -0.05 -0.03 0.58 0.11 0.11 0.11 0.12 0.09